No. 1
Density functional theory data (wB97M-V/def2-TZVPD) for an isolated molecule of C3HCl3NP.

Structure (XYZ):
```
9
Properties=species:S:1:pos:R:3:lowdin_charge:R:1
C 0.862 1.008 -0.165 -0.6460
C -0.600 -0.845 -1.503 -0.7840
C 0.232 0.822 1.004 -0.9839
N -0.575 -0.227 1.243 -0.2840
P -0.573 -1.378 0.141 0.7742
Cl 1.738 2.241 -0.796 0.7042
Cl 0.127 -1.414 -2.853 0.6052
Cl 0.509 1.849 2.390 0.6320
H -1.720 -2.056 0.540 -0.0178
```

Values from the calculation:
energy relative to the best compared isomer or geometry (same formula, charge and spin): 5.807 eV
molecular weight: 188.4 g mol⁻¹
LUMO energy (spin up / spin down): -1.75 / -1.76 eV
largest force on an atom: 2.78 eV Å⁻¹
E_HOMO (spin up / spin down): -8.4 / -8.4 eV

No. 2
Density functional theory data (wB97M-V/def2-TZVPD) for an isolated molecule of C20H23NO8.

Structure (XYZ):
```
52
Properties=species:S:1:pos:R:3:lowdin_charge:R:1
C 4.123 0.486 -1.084 -0.0746
H 4.029 1.550 -0.850 0.0886
O 2.886 -0.043 -1.509 -0.0919
C 2.286 0.496 -2.607 -0.2022
C 2.922 1.357 -3.495 -0.0107
C 2.282 1.811 -4.635 -0.0878
C 0.988 1.414 -4.911 -0.0914
C 0.326 0.591 -4.018 -0.0061
C 0.949 0.138 -2.864 -0.1908
O 0.194 -0.683 -2.052 0.0373
C 0.269 -0.510 -0.653 -0.2730
O -0.599 -1.426 -0.064 0.0116
C -1.964 -1.220 -0.394 -0.2070
C -2.793 -2.306 0.301 -0.0887
H -2.123 -3.124 0.588 0.1310
O -3.476 -1.789 1.434 -0.0358
C -2.692 -0.953 2.219 -0.2686
C -1.499 -1.673 2.801 -0.1984
C -1.348 -2.975 3.176 -0.0059
C -0.024 -3.091 3.666 -0.0429
C 0.523 -1.853 3.557 -0.1028
O -0.366 -0.985 3.041 0.0278
H 1.495 -1.472 3.800 0.1206
H 0.446 -3.975 4.044 0.1032
H -2.086 -3.747 3.112 0.1209
O -2.279 0.220 1.535 -0.0159
C -2.416 0.150 0.122 -0.1773
C -1.545 1.252 -0.507 -0.2533
O -1.916 2.523 -0.062 0.0230
H -1.791 2.548 0.895 0.0982
H -1.725 1.246 -1.588 0.1660
C -0.052 0.956 -0.262 -0.1413
N 0.318 1.224 1.103 0.1261
C 1.441 1.907 1.424 -0.5113
O 2.185 2.387 0.595 0.0573
C 1.650 2.060 2.916 0.0191
H 2.709 2.193 3.120 0.0845
H 1.125 2.953 3.250 0.0886
H 1.267 1.203 3.461 0.0615
H -0.225 0.753 1.814 0.1139
H 0.555 1.625 -0.884 0.1593
H -3.471 0.315 -0.147 0.1753
H -3.356 -0.618 3.035 0.1776
H -3.581 -2.683 -0.351 0.1382
H -2.086 -1.267 -1.483 0.1642
H 1.262 -0.780 -0.271 0.1668
H -0.692 0.282 -4.197 0.1192
H 0.487 1.755 -5.804 0.1008
H 2.806 2.472 -5.307 0.1026
H 3.934 1.673 -3.302 0.1054
H 4.372 -0.060 -0.175 0.0972
H 4.909 0.323 -1.827 0.0919
```

Values from the calculation:
SMILES: COc1ccccc1O[C@@H]1O[C@H]2CO[C@@H](c3ccco3)O[C@H]2[C@@H](O)[C@H]1NC(C)=O
molecular weight: 405.4 g mol⁻¹
LUMO energy: 0.69 eV
largest force on an atom: 1.06 eV Å⁻¹
E_HOMO: -8.3 eV

No. 3
Density functional theory data (wB97M-V/def2-TZVPD) for the ion C4H12N2 with charge +3.

Structure (XYZ):
```
18
Properties=species:S:1:pos:R:3:lowdin_charge:R:1
C 1.682 0.443 0.177 -0.1000
C 0.387 -0.311 0.522 -0.0766
C -0.754 0.153 -0.339 0.1633
C -2.073 -0.256 -0.204 0.1784
N -2.958 -0.322 -1.385 0.2771
N 2.805 0.227 1.183 0.2297
H 2.066 0.058 -0.771 0.1603
H 1.558 1.525 0.154 0.1557
H 0.455 -1.401 0.538 0.1730
H 0.073 0.041 1.534 0.1981
H -0.496 0.990 -1.003 0.1839
H -2.539 -0.766 0.644 0.1960
H -2.582 -0.845 -2.197 0.2225
H -3.894 -0.713 -1.171 0.2189
H -3.160 0.605 -1.822 0.2283
H 2.689 0.551 2.153 0.2006
H 3.114 -0.746 1.120 0.1894
H 3.628 0.767 0.868 0.2013
```

Values from the calculation:
energy relative to the best compared isomer or geometry (same formula, charge and spin): 0.000 eV
molecular weight: 88.2 g mol⁻¹
LUMO energy (spin up / spin down): -14.83 / -17.75 eV
multiplicity: 2
total charge: +3
largest force on an atom: 2.18 eV Å⁻¹
E_HOMO (spin up / spin down): -25.5 / -26.3 eV

No. 4
Density functional theory data (wB97M-V/def2-TZVPD) for a structure of composition C5H6O2.

Structure (XYZ):
```
13
Properties=species:S:1:pos:R:3:lowdin_charge:R:1
O -0.826 1.808 0.373 0.0990
C 0.135 1.175 -0.018 -0.3876
C 0.924 0.177 0.884 -0.0548
C 0.156 -1.152 0.472 -0.0701
C -0.829 -0.521 -0.498 -0.4148
O -1.997 -0.430 -0.252 0.1206
C -0.082 0.544 -1.373 0.0000
H 0.731 0.441 1.921 0.1123
H 1.998 0.023 0.744 0.1115
H -0.441 -1.564 1.291 0.1206
H 0.791 -1.945 0.056 0.1190
H -0.805 1.172 -1.883 0.1238
H 0.729 0.162 -1.990 0.1206
```

Values from the calculation:
energy relative to the best compared isomer or geometry (same formula, charge and spin): 1.805 eV
molecular weight: 98.1 g mol⁻¹
LUMO energy: 0.05 eV
largest force on an atom: 2.42 eV Å⁻¹
E_HOMO: -9.4 eV

No. 5
Density functional theory data (wB97M-V/def2-TZVPD) for an isolated molecule of C19H26N2O3.

Structure (XYZ):
```
50
Properties=species:S:1:pos:R:3:lowdin_charge:R:1
C 5.870 -2.891 1.999 -0.0916
H 6.874 -2.553 2.252 0.0921
O 5.627 -2.419 0.696 -0.0857
C 4.426 -2.699 0.117 -0.2772
C 3.401 -3.427 0.713 -0.0102
C 2.224 -3.650 0.022 -0.0176
C 2.040 -3.161 -1.263 -0.2217
C 3.064 -2.429 -1.850 -0.0390
C 4.245 -2.204 -1.175 -0.0023
H 5.048 -1.641 -1.625 0.1166
H 2.940 -2.036 -2.850 0.1110
C 0.726 -3.387 -1.965 -0.0954
N -0.348 -2.684 -1.302 -0.0513
C -1.245 -3.287 -0.490 -0.4618
O -1.374 -4.482 -0.350 0.0646
C -2.052 -2.193 0.189 -0.0227
H -1.689 -2.090 1.215 0.1324
H -3.112 -2.435 0.219 0.1296
C -1.729 -0.923 -0.601 -0.1865
H -2.465 -0.771 -1.395 0.1431
C -1.642 0.307 0.298 -0.4653
O -1.114 0.275 1.389 0.0725
N -2.175 1.425 -0.235 0.1053
H -2.595 1.395 -1.151 0.1452
C -2.166 2.710 0.436 -0.3219
C -1.336 3.726 -0.352 -0.1510
C -1.321 5.070 0.370 -0.2010
C -2.743 5.587 0.569 -0.2112
C -3.573 4.572 1.350 -0.2009
C -3.592 3.228 0.629 -0.1516
H -4.169 2.500 1.203 0.1181
H -4.068 3.344 -0.349 0.1183
H -4.594 4.939 1.471 0.1089
H -3.143 4.441 2.345 0.1165
H -3.205 5.763 -0.405 0.1129
H -2.720 6.538 1.104 0.1078
H -0.840 4.949 1.343 0.1166
H -0.738 5.791 -0.206 0.1089
H -0.319 3.350 -0.472 0.1179
H -1.772 3.851 -1.348 0.1183
H -1.701 2.533 1.411 0.1518
C -0.354 -1.245 -1.213 -0.0874
H 0.454 -0.892 -0.557 0.1392
H -0.218 -0.800 -2.203 0.1329
H 0.784 -3.052 -3.007 0.1264
H 0.455 -4.446 -1.940 0.1317
H 1.431 -4.217 0.490 0.1202
H 3.507 -3.824 1.710 0.1035
H 5.836 -3.985 2.044 0.0952
H 5.157 -2.475 2.718 0.0957
```

Values from the calculation:
energy relative to the best compared isomer or geometry (same formula, charge and spin): 0.396 eV
SMILES: COc1ccc(CN2C[C@H](C(=O)NC3CCCCC3)CC2=O)cc1
molecular weight: 330.4 g mol⁻¹
LUMO energy: 0.58 eV
largest force on an atom: 0.63 eV Å⁻¹
E_HOMO: -8.4 eV

No. 6
Density functional theory data (wB97M-V/def2-TZVPD) for a structure of composition C24H28ClN4.

Structure (XYZ):
```
57
Properties=species:S:1:pos:R:3:lowdin_charge:R:1
C -1.131 -3.939 -5.983 0.0936
N -0.618 -2.820 -5.053 -0.0649
C -0.151 -3.104 -3.831 0.0405
C 0.498 -2.120 -3.094 0.0086
C 0.505 -0.789 -3.523 -0.0715
C -0.117 -0.501 -4.790 0.0895
C -0.586 -1.554 -5.521 0.0082
C 1.075 0.292 -2.667 -0.1524
C 2.441 0.283 -2.161 0.0857
C 2.775 1.232 -1.185 0.0024
N 1.890 2.188 -0.818 -0.0740
C 0.605 2.137 -1.262 -0.0389
C 0.224 1.178 -2.191 -0.1477
C 2.354 3.263 0.073 0.0388
H -2.057 -3.597 -6.444 0.1149
H -1.201 -4.870 -5.419 0.1060
H -0.309 -3.996 -6.697 0.1187
H -0.336 -4.151 -3.640 0.1520
H 0.952 -2.329 -2.137 0.0000
H -0.168 0.507 -5.174 0.1472
H -1.069 -1.406 -6.476 0.1580
H 3.124 -0.459 -2.547 0.1324
H 3.701 1.161 -0.634 0.1471
H -0.163 2.743 -0.804 0.0675
H -0.825 1.068 -2.422 0.0415
H 2.928 3.931 -0.570 0.1254
H 2.900 2.829 0.910 0.1078
H 1.529 3.762 0.581 0.1082
C 0.231 -2.817 -0.784 0.0198
N -0.212 -1.980 0.319 -0.0493
C -0.866 -0.809 0.079 -0.0432
C -1.188 -0.007 1.220 -0.0668
C -0.829 -0.333 2.552 -0.0983
C -0.304 -1.651 2.698 0.0485
C 0.059 -2.413 1.593 0.0265
C -1.023 0.600 3.678 -0.1012
C -1.874 1.743 3.637 0.0855
C -1.880 2.674 4.723 0.0474
N -0.947 2.574 5.703 -0.0868
C -0.189 1.457 5.840 0.0310
C -0.204 0.478 4.840 0.0569
C -0.744 3.697 6.673 0.0620
H 0.974 -3.588 -0.578 0.1493
H 0.705 -2.176 -1.527 -0.0266
H -0.561 -3.340 -1.322 0.1352
H -1.047 -0.525 -0.947 0.0590
H -1.625 0.923 0.887 -0.1319
H 0.016 -2.021 3.660 0.1232
H 0.635 -3.320 1.705 0.1467
H -2.494 1.958 2.780 0.1292
H -2.510 3.548 4.654 0.1547
H 0.583 1.451 6.595 0.1513
H 0.511 -0.328 4.914 0.1218
H -0.712 4.587 6.045 0.1119
H 0.188 3.602 7.232 0.1129
H -1.645 3.670 7.286 0.1218
Cl -1.819 1.409 -0.676 0.3648
```

Values from the calculation:
energy relative to the best compared isomer or geometry (same formula, charge and spin): 10.031 eV
molecular weight: 408.0 g mol⁻¹
LUMO energy: -9.42 eV
total charge: +3
largest force on an atom: 12.76 eV Å⁻¹
E_HOMO: -15.9 eV